[1]
C3H13NO2S | the ωB97M-V functional and the def2-TZVPD basis

XYZ file:
```
20
Properties=species:S:1:pos:R:3:forces:R:3
N 1.2636 -1.1589 -0.0622 0.55 -0.39 -0.21
C -0.1186 -1.4596 -0.4545 -1.35 -0.52 0.76
C -1.1086 -0.2405 0.0218 -0.85 -4.42 1.47
C -2.5156 -0.3240 -0.6540 -0.26 -3.84 0.65
S -3.8222 0.8891 -0.4986 0.20 1.14 0.23
H 1.9955 -1.7341 -0.5486 -1.34 0.37 0.70
H 1.2537 -1.4147 0.9281 0.82 0.27 -0.35
H -0.2746 -1.6060 -1.5206 0.48 -0.08 -0.15
H -0.3697 -2.5030 0.0955 -0.31 2.41 -1.35
H -1.0707 -0.5254 1.1197 -0.78 1.31 -0.89
H -0.8305 0.7337 -0.1670 1.69 1.91 -0.28
H -3.1083 -1.2968 -0.3919 1.60 1.29 -0.19
H -2.2676 -0.5104 -1.7111 -0.55 0.69 0.04
H -3.8298 1.0827 0.8483 0.18 -0.31 -0.49
O 1.4842 2.6648 1.7843 0.26 -1.23 -2.38
H 1.3465 1.9305 1.0868 0.33 1.53 1.74
H 2.1326 3.2099 1.2859 -0.53 -0.36 0.63
O 3.1285 1.0526 -0.4384 1.08 1.82 -0.08
H 4.0825 0.9629 -0.2606 -0.99 -0.52 -0.12
H 2.6291 0.2472 -0.4628 -0.22 -1.08 0.28
```
Positions in Å, forces in eV/Å.

Values from the calculation:
Structure (SMILES): NCCCS.O.O
HOMO: -0.3297 Ha
Spin multiplicity: 1
HOMO-LUMO gap: 9.582 eV
Relative energy (zero: lowest compared OMol25 entry of this formula, charge and spin): 38.00 kcal per mole

***

[2]
C36H26BF4N4O4S3Ti | the ωB97M-V functional and the def2-TZVPD basis

XYZ file:
```
79
Properties=species:S:1:pos:R:3:forces:R:3
Ti 0.1629 -0.3102 -0.0928 0.61 -0.05 0.03
O -1.0581 -0.5865 -1.4200 -0.80 -0.32 -0.89
C -1.7625 -1.5410 -2.0064 0.29 0.42 0.31
C -3.0758 -1.3180 -2.4133 -0.16 0.00 -0.13
C -3.7895 -2.3418 -3.0083 0.03 0.00 0.03
C -3.2100 -3.5942 -3.2194 0.05 0.06 0.03
C -1.8972 -3.7990 -2.8366 -0.06 -0.06 -0.04
C -1.1722 -2.7869 -2.2126 0.31 -0.30 0.00
C 0.2284 -3.0072 -1.8691 -0.19 0.00 -0.04
N 0.9027 -2.3442 -1.0154 0.08 0.20 -0.11
C 2.3242 -2.6857 -0.9119 -0.10 0.04 0.00
C 3.1643 -1.4222 -1.0439 0.04 0.02 0.07
N 2.5969 -0.5032 -0.0747 -0.23 0.08 -0.24
C 3.3206 -0.0925 0.8829 -0.03 0.09 0.24
C 2.7764 0.5544 2.0737 0.25 0.04 -0.28
C 3.5632 1.3497 2.9026 0.04 0.07 0.07
C 3.0255 1.9283 4.0360 -0.04 -0.06 -0.05
C 1.6926 1.6747 4.3622 0.00 0.00 -0.02
C 0.9065 0.8578 3.5712 0.05 0.10 0.20
C 1.4459 0.3086 2.4145 -0.27 -0.38 -0.35
O 0.7033 -0.4920 1.6360 0.23 0.05 1.49
H -3.5044 -0.3376 -2.2494 -0.01 -0.01 0.00
H -4.8135 -2.1651 -3.3145 0.00 0.00 -0.01
H -3.7715 -4.3872 -3.6951 -0.01 0.01 0.01
H -1.4138 -4.7532 -3.0179 -0.02 0.01 0.00
H 0.7178 -3.8159 -2.4158 -0.03 -0.02 -0.02
H 2.6101 -3.4178 -1.6714 -0.02 -0.02 -0.02
H 2.5009 -3.1185 0.0777 0.01 0.01 0.03
H 3.0836 -1.0150 -2.0459 0.02 0.00 -0.01
H 4.2121 -1.6529 -0.8200 0.02 0.02 0.03
H 4.3989 -0.2845 0.8663 0.02 -0.01 0.03
H 4.5948 1.5393 2.6266 0.00 0.01 0.01
H 3.6224 2.5904 4.6479 -0.01 0.00 -0.01
H 1.2573 2.1413 5.2374 0.01 0.00 0.01
H -0.1339 0.6667 3.7995 0.01 0.00 0.00
S -3.7793 -2.8646 0.9500 -0.07 0.03 0.01
C -2.5925 -4.1234 0.9512 -0.08 -0.16 0.02
C -2.7766 -5.5043 0.9552 0.01 0.04 -0.02
C -1.6568 -6.3124 0.9920 0.03 0.03 0.01
C -0.3731 -5.7531 1.0471 -0.04 0.01 -0.01
C -0.1946 -4.3844 1.0404 -0.01 -0.07 0.00
C -1.3157 -3.5592 0.9674 0.12 0.27 0.02
N -1.2965 -2.1699 0.9467 -0.05 -0.10 -0.28
C -2.4956 -1.6809 0.9642 0.06 0.24 0.09
C -2.7262 -0.2335 1.0262 0.05 -0.26 0.00
C -3.9862 0.2403 1.3859 -0.10 0.05 0.04
C -4.1924 1.5959 1.5676 0.04 -0.02 -0.01
C -3.1134 2.4552 1.4112 -0.01 -0.02 0.01
C -1.8664 1.9705 1.0312 0.00 0.05 0.03
C -1.6273 0.6174 0.7951 0.00 0.00 -0.07
H -3.7700 -5.9332 0.9277 0.00 0.01 0.01
H -1.7741 -7.3886 0.9937 0.00 0.01 -0.01
H 0.4900 -6.4046 1.0982 0.00 0.00 0.01
H 0.7873 -3.9383 1.0971 0.00 -0.01 0.02
H -4.8035 -0.4555 1.5484 0.01 0.01 0.00
H -5.1682 1.9724 1.8469 0.00 0.00 0.01
H -3.2373 3.5185 1.5824 0.01 -0.01 0.00
H -1.0633 2.6834 0.9340 -0.06 -0.01 -0.01
O 2.8320 4.8604 2.5220 -0.02 0.08 0.08
S 1.4991 4.7713 1.9923 0.01 -0.18 0.02
O 0.3998 5.1688 2.8272 0.02 0.05 0.08
N 1.2277 3.2662 1.3894 -0.01 -0.13 -0.11
C 1.0921 3.2807 0.0973 0.02 0.06 0.03
S 0.7953 1.9782 -0.9582 -0.04 0.04 -0.08
C 1.2032 4.6504 -0.5317 0.02 -0.20 0.05
C 1.1066 5.0170 -1.8634 0.01 0.03 -0.03
C 1.2333 6.3648 -2.1778 0.01 0.00 0.04
C 1.4460 7.3194 -1.1841 -0.01 -0.01 -0.04
C 1.5431 6.9474 0.1506 -0.01 -0.05 -0.02
C 1.4199 5.6030 0.4405 0.01 0.22 -0.12
H 0.9389 4.2668 -2.6258 0.00 0.02 0.01
H 1.1658 6.6785 -3.2116 -0.01 0.00 0.00
H 1.5360 8.3638 -1.4553 0.00 -0.01 -0.01
H 1.7070 7.6787 0.9312 0.00 -0.02 0.00
F 1.2809 -0.1741 -2.6699 -0.08 0.20 -0.14
B 1.4295 -0.4692 -4.0652 0.03 -0.12 0.04
F 0.9742 0.6002 -4.8242 0.04 -0.08 0.02
F 0.6921 -1.6412 -4.3350 0.04 0.04 -0.02
F 2.8002 -0.7173 -4.2882 -0.06 0.01 -0.05
```
Positions in Å, forces in eV/Å.

Values from the calculation:
HOMO: -0.2165 Ha
Spin multiplicity: 1
HOMO-LUMO gap: 8.057 eV
Total charge: -1
Relative energy (zero: lowest compared OMol25 entry of this formula, charge and spin): 12.68 kcal per mole

***

[3]
C18H18CdFO6 | the ωB97M-V functional and the def2-TZVPD basis

XYZ file:
```
44
Properties=species:S:1:pos:R:3:forces:R:3
Cd -0.3634 -2.7013 3.9172 -0.01 -0.43 0.74
F -0.3526 -1.4354 2.2735 0.18 0.08 -1.05
C 2.5045 -0.6527 -0.4418 0.40 1.78 -1.18
C 3.3998 -0.0127 -1.3074 -3.20 0.67 1.82
C 4.5612 -0.6183 -1.7903 1.65 3.66 -1.48
C 4.8141 -1.8548 -1.3232 -0.09 -3.48 0.91
C 3.8801 -2.5166 -0.5409 3.19 -1.52 -0.75
C 2.7561 -1.9343 0.0071 -0.98 -0.32 0.63
O 2.0287 -2.5938 0.9037 1.11 -0.36 -0.90
O 5.4966 0.0325 -2.5544 -1.64 -1.90 1.37
H 1.6156 -0.1377 -0.1085 -0.01 0.38 0.08
H 3.0799 1.0128 -1.4181 0.57 0.30 -0.81
H 5.7094 -2.3866 -1.6096 0.05 0.01 -0.11
H 4.1817 -3.5313 -0.3271 -0.42 -0.17 0.42
H 1.2552 -2.1269 1.2281 -0.54 0.78 0.20
H 5.1665 0.8704 -2.8870 -0.18 0.49 -0.07
C -4.7281 -0.2055 0.7963 2.92 -0.25 1.12
C -3.3632 -0.5782 0.8606 -3.07 0.82 0.11
C -2.8095 -1.2222 -0.2585 2.15 0.39 1.94
C -3.5785 -1.5329 -1.3711 -1.81 -0.31 -1.97
C -4.9448 -1.2557 -1.4437 2.01 -0.05 1.50
C -5.5055 -0.5733 -0.2987 -1.59 0.01 -1.48
O -6.8308 -0.2271 -0.3241 1.90 -0.24 0.69
O -1.5009 -1.4813 -0.2386 -1.32 -0.69 -2.41
H -5.1326 0.3226 1.6472 -0.39 0.03 -0.15
H -2.7665 -0.3662 1.7355 0.01 0.04 -0.01
H -3.0668 -2.0042 -2.1973 -0.05 -0.11 -0.12
H -5.5556 -1.5490 -2.2847 0.00 0.12 -0.03
H -7.3352 -1.0422 -0.2710 -0.74 -0.27 -0.42
H -1.0174 -1.5315 0.5892 -0.21 0.55 1.50
C -0.2343 1.5143 0.9459 -0.88 0.57 -1.39
C -0.3071 2.2450 -0.2444 1.36 -0.70 0.27
C 0.6968 3.1963 -0.5147 -1.59 0.25 0.09
C 1.6276 3.5002 0.4721 0.30 -0.13 0.07
C 1.6099 2.7837 1.6539 1.40 -0.20 0.57
C 0.7333 1.7838 1.8811 -1.78 0.01 -1.27
O 0.7135 1.0755 3.0045 0.66 -0.84 1.48
O 0.6586 3.9591 -1.6415 0.81 0.20 -0.10
H -1.0044 0.7880 1.1601 0.00 -0.10 0.02
H -1.0015 1.9098 -1.0005 -0.26 0.41 -0.16
H 2.3829 4.2612 0.3423 -0.10 0.13 -0.26
H 2.3296 2.7708 2.4591 0.56 1.13 -0.14
H 0.2885 0.2581 2.7348 -0.22 -0.51 0.56
H -0.0917 3.7874 -2.2151 -0.15 -0.23 0.19
```
Positions in Å, forces in eV/Å.

Values from the calculation:
HOMO (spin up / spin down): -0.4699 / -0.4698 Ha
Spin multiplicity: 2
HOMO-LUMO gap (spin up / spin down): 4.593 / 3.277 eV
<S²>: 1.78
Total charge: +2